{"formula": "C21H32N2V", "method": "ωB97M-V/def2-TZVPD", "relative_energy_kcal_mol": 12.7, "lumo_energy_ev": [-10.6, -10.6], "spin_multiplicity": 3, "gap_ev": [8.6602, 8.6184], "e_homo_ha": [-0.710, -0.705], "s_squared": 2.0758, "e_tot_ev": -50936.6032, "total_charge": 3, "species": ["C", "H", "N", "C", "C", "H", "C", "N", "H", "C", "H", "C", "C", "H", "H", "H", "H", "H", "V", "H", "H", "C", "H", "C", "H", "H", "C", "H", "H", "H", "H", "C", "H", "H", "H", "H", "H", "C", "C", "C", "C", "H", "C", "C", "H", "C", "C", "H", "H", "C", "C", "H", "H", "H", "H", "H"], "positions_angstrom": [[3.90, 1.80, 2.13], [4.04, 2.84, 1.83], [-3.44, -1.40, -0.95], [2.12, 0.04, 1.87], [1.05, 3.05, 2.12], [3.49, 1.97, -0.58], [2.32, 0.21, -0.91], [-1.67, 0.21, -0.07], [-3.29, 1.25, 0.78], [0.92, -3.38, -0.54], [-1.19, 0.54, -2.08], [-2.96, 0.89, -0.20], [-4.04, -0.06, -0.76], [0.98, -4.25, -1.19], [1.16, -3.04, -3.06], [-0.33, -0.81, -1.30], [2.16, 4.00, 0.43], [3.69, 1.75, 3.20], [0.65, 1.34, 0.68], [0.79, -1.33, -2.90], [1.74, 3.13, 2.94], [-1.30, -0.31, -1.39], [-0.13, -3.10, -0.44], [-1.85, -0.91, 0.87], [-0.90, -1.42, 1.02], [-0.79, 2.35, 3.14], [2.93, 1.06, 1.31], [-2.16, -0.49, 1.84], [2.10, -0.11, 2.94], [-2.86, 1.75, -0.87], [-4.15, -2.05, -1.30], [-2.35, -1.30, -1.94], [1.16, -1.83, 1.53], [4.87, 1.31, 1.98], [-2.50, -2.90, 0.23], [-1.98, 2.93, 0.82], [-4.43, 0.30, -1.71], [1.27, 3.51, 0.79], [1.56, -0.94, 1.05], [1.52, -2.10, -2.66], [-2.92, -1.90, 0.35], [-3.76, -1.97, 1.05], [1.76, -2.25, -1.14], [1.80, -0.98, -0.35], [-0.12, 3.78, -0.92], [-0.29, 2.63, 2.22], [0.06, 3.39, 0.08], [2.43, -1.86, -3.19], [-2.76, -0.96, -2.89], [-0.91, 2.88, 0.97], [2.89, 1.20, -0.10], [-1.91, -2.29, -2.11], [-4.88, -0.15, -0.07], [2.81, -2.60, -1.03], [1.28, -3.70, 0.44], [2.47, 0.28, -1.98]]}